# 1
{
  "formula": "C21H53BN6O9P",
  "method": "the ωB97M-V functional and the def2-TZVPD basis",
  "species": ["C", "N", "C", "B", "O", "N", "O", "C", "N", "C", "O", "C", "N", "N", "N", "P", "C", "O", "H", "H", "H", "H", "H", "H", "H", "H", "H", "H", "H", "H", "H", "C", "C", "C", "O", "H", "H", "H", "H", "H", "H", "H", "H", "C", "C", "C", "O", "H", "H", "H", "H", "H", "H", "H", "H", "C", "C", "C", "O", "H", "H", "H", "H", "H", "H", "H", "H", "C", "C", "C", "O", "H", "H", "H", "H", "H", "H", "H", "H", "C", "C", "C", "O", "H", "H", "H", "H", "H", "H", "H", "H"],
  "positions_angstrom": [[-0.39631, 1.02502, 3.03380], [0.07920, 1.47438, 1.65249], [0.63906, 2.87720, 1.73514], [-1.02440, 1.33836, 0.61937], [-1.24276, 0.02968, -0.07628], [-1.97892, 2.47753, 0.19764], [-1.60914, 3.18113, -0.88612], [-3.12741, 2.64108, 0.93160], [-3.44548, 1.72655, 2.13196], [-4.80233, 2.18967, 2.63469], [-5.53249, 1.57220, 3.75290], [-5.29873, 2.26676, 5.02842], [-5.00176, 2.72595, 6.20635], [-5.13663, 3.34905, 1.71365], [-4.21146, 3.66843, 0.69314], [-4.39567, 4.94870, -0.53361], [-2.88024, 6.12642, -0.59929], [-5.69805, 5.97443, 0.09875], [-1.00144, 0.02111, 2.85241], [0.50067, 0.82020, 3.75741], [-1.08221, 1.87030, 3.49514], [0.87067, 3.37421, 0.69796], [-0.07478, 3.56587, 2.39882], [1.68851, 2.80310, 2.29908], [-0.43473, -0.04760, -0.68568], [-2.19450, 2.80849, -1.63306], [-6.05702, 3.79857, 1.91769], [-2.10488, 5.92758, 0.25580], [-3.18634, 7.27539, -0.68860], [-2.31671, 5.87966, -1.61968], [-6.43842, 5.39496, 0.46768], [-0.10726, 8.10643, -3.58392], [-1.55057, 8.34036, -3.16705], [-2.17503, 9.48434, -3.94995], [-1.59721, 8.64022, -1.77453], [0.50492, 8.99487, -3.39233], [0.33306, 7.28850, -3.00359], [-0.03887, 7.85780, -4.64758], [-2.13218, 7.42567, -3.32501], [-1.63617, 10.42157, -3.77132], [-3.20968, 9.64940, -3.63073], [-2.16876, 9.27703, -5.02459], [-1.08331, 9.45112, -1.62490], [-0.01077, -3.86156, 3.68680], [0.15674, -2.69675, 4.64950], [0.29804, -3.17955, 6.08425], [-0.97455, -1.83562, 4.55022], [-0.91444, -4.43584, 3.91993], [-0.12366, -3.49852, 2.65960], [0.85122, -4.53473, 3.72778], [1.03950, -2.11178, 4.36943], [-0.59467, -3.72962, 6.40235], [0.40537, -2.33008, 6.76727], [1.16933, -3.83220, 6.19719], [-1.76315, -2.34667, 4.79715], [3.98767, -5.74421, 1.83034], [2.64269, -6.33837, 2.21716], [2.55015, -7.80377, 1.82268], [1.60141, -5.60915, 1.57279], [4.14017, -5.79234, 0.74627], [4.03532, -4.68607, 2.10917], [4.80942, -6.27363, 2.32257], [2.49299, -6.23795, 3.29762], [2.65169, -7.92488, 0.73838], [1.57240, -8.21481, 2.09597], [3.32873, -8.39501, 2.31474], [1.72631, -5.69273, 0.61287], [-2.09161, -0.44734, -3.71583], [-0.61257, -0.30075, -4.03612], [-0.28863, -0.84319, -5.41902], [0.15359, -1.00395, -3.06159], [-2.39152, -1.50128, -3.72272], [-2.30787, -0.06413, -2.71281], [-2.70791, 0.09597, -4.43892], [-0.32640, 0.75503, -3.97861], [-0.52461, -1.91112, -5.48626], [0.78121, -0.74243, -5.63096], [-0.85077, -0.31171, -6.19322], [-0.09395, -1.94248, -3.10547], [4.40006, -5.74640, -2.24084], [5.80546, -6.20532, -1.88605], [6.82600, -5.69128, -2.88896], [5.84467, -7.62975, -1.86027], [4.10002, -6.12672, -3.22375], [3.67467, -6.13401, -1.51748], [4.33283, -4.65407, -2.25351], [6.06562, -5.85206, -0.88235], [6.61196, -6.06965, -3.89479], [7.83111, -6.03957, -2.62801], [6.83162, -4.59729, -2.92103], [5.61494, -7.95229, -2.74753]],
  "forces_ev_per_angstrom": [[-0.4, -0.9, 0.1], [-2.2, 1.8, -0.9], [0.9, 0.6, 1.0], [1.7, -3.5, 0.5], [1.8, 3.9, 0.2], [-2.0, -1.7, 3.9], [-1.9, 0.3, -2.6], [-2.4, 0.6, 1.6], [-4.1, 3.8, -1.3], [5.5, 1.6, -4.8], [2.2, 3.9, 0.2], [2.4, 2.1, 6.6], [-2.8, -4.0, -10.6], [-1.4, -2.9, 4.1], [2.4, -4.4, 4.1], [-1.5, 2.5, -2.1], [1.0, 0.5, 0.0], [1.3, -2.8, 0.7], [1.3, 2.2, 0.8], [-1.6, 0.4, -1.5], [1.3, -1.8, -0.8], [-0.7, -1.1, 1.9], [1.5, -1.2, -1.5], [-2.3, 0.2, -1.2], [-1.3, -0.5, 1.2], [1.4, 0.8, 1.1], [1.4, 0.0, -0.9], [-1.5, 0.6, -1.5], [0.5, -2.6, 0.5], [-1.4, 0.3, 2.2], [1.2, 1.2, -1.1], [0.2, -0.3, 0.0], [0.5, 0.7, -0.3], [-0.4, 0.0, -0.1], [0.0, 0.0, 0.4], [-0.2, 0.0, -0.1], [-0.1, 0.1, -0.1], [0.0, 0.1, 0.1], [0.0, 0.1, 0.2], [0.1, -0.2, -0.1], [0.1, -0.1, -0.1], [0.0, 0.1, 0.1], [-0.2, -0.3, -0.1], [0.2, 0.1, -0.2], [-0.3, -0.7, 0.2], [0.2, 0.2, 0.3], [-0.4, 0.4, 0.0], [0.1, 0.0, 0.1], [0.2, -0.1, 0.2], [-0.2, 0.1, -0.1], [-0.2, 0.1, 0.0], [0.1, -0.1, -0.1], [0.1, -0.1, -0.1], [-0.1, 0.1, 0.0], [0.4, 0.2, -0.1], [0.2, 0.2, 0.2], [0.3, -0.2, -0.7], [-0.2, -0.3, 0.2], [-0.2, 0.2, -0.2], [0.0, -0.2, 0.1], [0.0, -0.2, 0.0], [-0.1, 0.1, -0.1], [-0.2, 0.1, -0.2], [0.1, 0.1, 0.1], [0.2, 0.1, 0.0], [-0.1, 0.0, -0.1], [0.0, 0.0, 0.4], [-0.2, 0.3, 0.1], [-0.3, -0.6, -0.3], [0.3, 0.2, -0.2], [0.1, 0.0, 0.4], [0.1, 0.1, -0.1], [0.0, 0.0, -0.1], [0.0, -0.1, 0.0], [0.1, -0.2, 0.1], [-0.1, 0.1, 0.1], [-0.2, 0.1, 0.0], [0.1, -0.1, 0.1], [0.1, 0.4, 0.0], [-0.3, 0.1, 0.2], [-0.1, -0.1, -0.7], [0.3, 0.1, 0.1], [0.0, -0.2, 0.1], [0.1, 0.1, 0.0], [0.1, 0.1, 0.0], [0.0, -0.1, 0.0], [0.0, -0.3, -0.1], [-0.1, 0.1, 0.1], [-0.2, 0.1, 0.0], [0.0, -0.1, 0.0], [0.1, 0.2, 0.4]],
  "homo_energy_ha": -0.4219,
  "energy_ha": -2203.27132,
  "lumo_energy_ev": -4.3,
  "charge": 1,
  "homo_lumo_gap_ha": 0.263
}

# 2
{
  "formula": "C4H6N2",
  "method": "the ωB97M-V functional and the def2-TZVPD basis",
  "species": ["C", "C", "N", "H", "H", "H", "C", "C", "N", "H", "H", "H"],
  "positions_angstrom": [[16.19576, -7.44581, 9.80202], [15.67566, -8.79710, 9.62250], [15.21009, -9.87119, 9.53272], [16.85675, -7.38478, 10.66659], [15.41538, -6.68895, 9.72292], [16.80430, -7.26251, 8.91648], [16.22586, -2.62744, 15.01471], [15.48000, -3.78557, 15.37157], [14.81525, -4.69724, 15.67452], [15.97616, -2.42107, 13.97396], [17.30220, -2.79944, 15.01843], [16.15232, -1.76082, 15.67173]],
  "forces_ev_per_angstrom": [[0.5, -0.2, -1.1], [-1.7, -2.8, 0.3], [1.3, 2.8, 0.1], [-0.4, 0.2, 0.1], [-0.1, -0.2, 0.6], [0.3, 0.1, 0.0], [1.4, 0.8, -0.8], [-2.1, -2.6, 1.6], [1.5, 1.9, -0.7], [-0.1, 0.6, 0.1], [0.0, -0.5, 0.0], [-0.8, -0.1, -0.1]],
  "e_above_lowest_kj_mol": 111.6,
  "homo_energy_ha": -0.4247,
  "smiles": "CC#N.CC#N",
  "energy_ha": -265.49308,
  "lumo_energy_ev": 0.5,
  "charge": 0,
  "homo_lumo_gap_ha": 0.442
}

# 3
{
  "formula": "C3H6S2",
  "method": "the ωB97M-V functional and the def2-TZVPD basis",
  "species": ["C", "C", "C", "H", "H", "H", "H", "H", "H", "S", "S"],
  "positions_angstrom": [[0.38209, -0.04996, -0.47653], [-0.54126, -1.02273, 0.23467], [-0.51298, 1.05134, 0.05052], [1.82272, 1.38684, 1.16455], [0.30007, -0.12588, -1.53802], [-0.48547, -2.09937, -0.31355], [-0.37195, -1.28372, 1.29993], [-0.06695, 1.29920, 1.06017], [-0.32726, 2.04963, -0.57704], [2.16846, -0.08101, 0.01004], [-1.97084, 0.01235, -0.00679]],
  "forces_ev_per_angstrom": [[0.5, -0.4, 1.9], [0.9, -5.5, -1.4], [2.8, 4.4, -1.1], [1.1, -3.2, -2.4], [0.0, -0.2, -0.7], [-0.7, 2.3, 1.2], [0.3, 0.8, -0.6], [-1.2, -0.3, -0.6], [-1.3, -1.9, 1.2], [-1.7, 3.5, 2.2], [-0.6, 0.5, 0.1]],
  "e_above_lowest_kj_mol": 329.8,
  "homo_energy_ha": -0.3314,
  "energy_ha": -914.15006,
  "lumo_energy_ev": -0.7,
  "charge": 0,
  "homo_lumo_gap_ha": 0.306
}

Q: Which value of charge does entry 1 give?
A: +1

Q: Which of these has the highest charge?
A: C21H53BN6O9P